Record 1
C5H9F2NSi | ωB97M-V/def2-TZVPD

energy relative to the best compared isomer or geometry (same formula, charge and spin)	3.736	eV
multiplicity	3
lowest unoccupied orbital energy (spin up / spin down)	0.53 / -0.39	eV
orbital gap (spin up / spin down)	5.715 / 10.526	eV

CARTESIAN COORDINATES (ANGSTROEM)
C1 1.4843 -2.0631 -0.0537
C2 -2.0871 0.3365 -0.4321
C3 -0.4071 0.9122 1.9375
C4 0.3764 1.8139 -1.3992
C5 2.4297 -3.0230 -0.2800
N1 0.8106 -1.0761 -0.0504
F1 2.1616 -4.3656 -0.2513
F2 3.6563 -2.7482 0.2390
Si1 -0.3567 0.6766 -0.0445
H1 -2.6759 -0.3718 0.2847
H2 -2.5885 1.3197 -0.2069
H3 -2.4070 0.0528 -1.5120
H4 0.4795 1.0501 2.4322
H5 -1.1634 1.6413 2.1758
H6 -0.7856 -0.0319 2.2125
H7 1.3758 2.1354 -1.4001
H8 0.1030 1.1392 -2.1461
H9 -0.4060 2.6020 -1.5054

=====

Record 2
C28H46AsF5N5O6P2S2Se2SiW | ωB97M-V/def2-TZVPD

energy relative to the best compared isomer or geometry (same formula, charge and spin)	2.681	eV
multiplicity	3
lowest unoccupied orbital energy (spin up / spin down)	1.22 / 0.61	eV
charge	-1
orbital gap (spin up / spin down)	5.585 / 5.775	eV

CARTESIAN COORDINATES (ANGSTROEM)
W1 -0.0714 0.1004 -0.3699
C1 3.4383 0.2084 2.1147
N1 3.6292 1.2915 1.1633
C2 5.0083 1.7247 1.0404
P1 2.4070 2.3041 0.7116
O1 1.3198 1.4392 -0.0353
O2 2.9421 3.4017 -0.1205
P2 0.1357 2.8525 -2.0817
O3 -0.1836 1.2470 -1.9591
N2 1.5056 2.8314 -3.1119
C3 2.2514 4.0882 -3.1113
C4 2.3852 1.6729 -3.1916
N3 -1.0895 3.1468 -3.3061
C5 -2.4118 3.1607 -2.7065
C6 -0.8745 4.3231 -4.1271
N4 1.6169 2.7617 2.1084
C7 0.3589 3.4866 1.9366
C8 2.4867 3.4277 3.0734
H1 3.7754 0.5017 3.1165
H2 4.0057 -0.6681 1.7921
H3 2.3981 -0.0830 2.1715
H4 5.4240 2.0026 2.0189
H5 5.0690 2.5794 0.3718
H6 5.6180 0.9100 0.6373
H7 1.6262 4.9067 -2.7462
H8 2.5671 4.3378 -4.1313
H9 3.1234 4.0342 -2.4577
H10 1.8314 0.7571 -3.0196
H11 3.1962 1.7414 -2.4582
H12 2.8247 1.6147 -4.1943
H13 -2.4711 2.3997 -1.9297
H14 -3.1733 2.9437 -3.4645
H15 -2.6664 4.1270 -2.2417
H16 0.0195 4.2022 -4.7380
H17 -0.7774 5.2527 -3.5394
H18 -1.7282 4.4502 -4.7982
H19 -0.3246 2.9207 1.3116
H20 0.5108 4.4707 1.4773
H21 -0.0960 3.6114 2.9219
H22 3.3948 2.8431 3.2278
H23 1.9605 3.4875 4.0276
H24 2.7696 4.4371 2.7476
O4 0.6858 -1.1596 -1.8717
C9 1.2375 -1.8424 -0.8853
O5 1.6401 -1.0121 0.0318
C10 1.8400 -3.1622 -1.1212
C11 2.3208 -3.4616 -2.3921
C12 2.9628 -4.6651 -2.6202
C13 3.1046 -5.5677 -1.5688
C14 2.5814 -5.2944 -0.3182
C15 1.9133 -4.0896 -0.0702
S1 1.1137 -3.7829 1.4453
H25 2.2067 -2.7282 -3.1813
H26 3.3540 -4.8988 -3.6017
H27 3.6134 -6.5101 -1.7342
H28 2.6581 -6.0239 0.4779
C16 -3.7759 -0.4033 -2.6184
As1 -1.9165 -0.9112 -2.3000
C17 -2.0605 -2.8191 -2.6354
C18 -1.2297 -0.3693 -4.0365
S2 -0.6865 -2.3744 0.2552
H29 -4.0461 -0.8477 -3.5759
H30 -3.8645 0.6786 -2.6852
H31 -4.4381 -0.7746 -1.8437
H32 -2.5006 -2.9571 -3.6242
H33 -2.6760 -3.2971 -1.8763
H34 -1.0672 -3.2613 -2.5981
H35 -1.8842 -0.7924 -4.7996
H36 -0.2185 -0.7510 -4.1518
H37 -1.2059 0.7169 -4.1075
F1 0.0752 -6.4466 6.6974
C19 -0.4326 -5.5684 5.8338
C20 -1.6649 -5.8038 5.2521
F2 -2.3432 -6.9135 5.5644
C21 -2.1785 -4.8921 4.3515
F3 -3.3663 -5.1750 3.8132
C22 -1.5044 -3.7211 4.0132
Se1 -2.2560 -2.4981 2.7790
C23 -0.2702 -3.5109 4.6235
F4 0.4355 -2.4231 4.3621
C24 0.2673 -4.4197 5.5182
F5 1.4536 -4.1963 6.0849
C25 -3.0036 1.5480 2.6789
Si1 -3.1825 1.0693 0.8936
C26 -4.1207 -0.5504 0.7619
C27 -4.2332 2.3847 0.0738
O6 -1.6995 0.9818 0.1404
H38 -3.9807 1.8808 3.0455
H39 -2.2896 2.3600 2.8282
H40 -2.6734 0.7129 3.2982
H41 -4.9875 -0.4446 0.1073
H42 -4.4902 -0.8422 1.7474
H43 -3.5102 -1.3790 0.3944
H44 -5.1669 2.4292 0.6451
H45 -4.4903 2.1547 -0.9613
H46 -3.7753 3.3754 0.1025
Se2 0.0601 0.6008 4.6228
C28 -0.0057 0.3028 2.8759
N5 -0.0601 0.0968 1.7288

=====

Record 3
C34H46As2ReS4SbSi2Te | ωB97M-V/def2-TZVPD

multiplicity	1
lowest unoccupied orbital energy (spin up / spin down)	-13.55 / -13.55	eV
charge	+4
orbital gap (spin up / spin down)	5.275 / 5.299	eV

CARTESIAN COORDINATES (ANGSTROEM)
Re1 -0.1228 0.0164 0.6999
C1 1.8725 -2.1067 -2.5654
C2 2.1516 -2.5204 -1.1326
As1 0.6311 -2.4146 0.1128
C3 -0.7149 -3.4177 -0.8306
C4 -0.3582 -4.7320 -1.1480
C5 -1.2360 -5.5211 -1.8757
C6 -2.4628 -5.0093 -2.2819
C7 -2.8110 -3.7043 -1.9679
C8 -1.9357 -2.9032 -1.2450
C9 1.3080 -3.5468 1.4983
C10 2.6630 -3.4805 1.8323
C11 3.1782 -4.3609 2.7734
C12 2.3440 -5.2882 3.3871
C13 0.9954 -5.3489 3.0575
C14 0.4703 -4.4822 2.1063
As2 1.8629 -0.1915 -2.7577
C15 3.3885 0.6049 -1.9723
C16 4.4717 0.8784 -2.8076
C17 5.6414 1.3819 -2.2548
C18 5.7254 1.6089 -0.8889
C19 4.6439 1.3305 -0.0578
C20 3.4732 0.8313 -0.5985
C21 1.5093 0.3802 -4.5051
C22 1.8735 1.6718 -4.8994
C23 1.6256 2.0625 -6.2037
C24 1.0210 1.1800 -7.0928
C25 0.6497 -0.0988 -6.6900
C26 0.8867 -0.5085 -5.3897
H1 0.9242 -2.4994 -2.9380
H2 2.6669 -2.4551 -3.2328
H3 3.0183 -2.0067 -0.7116
H4 2.3765 -3.5891 -1.0982
H5 0.5805 -5.1650 -0.8209
H6 -0.9626 -6.5395 -2.1176
H7 -3.1456 -5.6331 -2.8433
H8 -3.7660 -3.3072 -2.2855
H9 -2.2284 -1.8883 -1.0271
H10 3.3276 -2.7647 1.3610
H11 4.2315 -4.3334 3.0200
H12 2.7512 -5.9801 4.1127
H13 0.3578 -6.0900 3.5212
H14 -0.5730 -4.5642 1.8269
H15 4.4206 0.7009 -3.8756
H16 6.4853 1.5965 -2.8964
H17 6.6386 2.0083 -0.4680
H18 4.7190 1.5105 1.0058
H19 2.6303 0.6309 0.0599
H20 2.3529 2.3601 -4.2130
H21 1.9114 3.0522 -6.5327
H22 0.8394 1.4917 -8.1130
H23 0.1840 -0.7753 -7.3933
H24 0.6030 -1.5096 -5.0890
S1 0.3149 2.1351 1.6390
Sb1 -1.2141 3.5026 0.4953
S2 0.0075 0.3416 -1.5371
S3 -2.2868 0.1899 0.7155
S4 -2.9184 1.9947 -0.0890
C27 -4.5523 -3.3748 4.7655
Si1 -3.3357 -1.9810 4.7776
C28 -2.3483 -1.8208 6.3468
C29 -4.0633 -0.3454 4.2458
C30 -2.0602 -2.4101 3.3670
Te1 -0.5156 -0.9861 3.2654
C31 1.0193 -1.8611 4.4090
Si2 2.3893 -0.5873 4.8528
C32 3.6416 -1.4819 5.8777
C33 3.0879 -0.0735 3.1710
C34 1.5718 0.8493 5.7032
H25 -5.3204 -3.2111 5.5251
H26 -4.0835 -4.3346 4.9886
H27 -5.0622 -3.4546 3.8033
H28 -3.0067 -1.5416 7.1729
H29 -1.5848 -1.0368 6.2975
H30 -1.8662 -2.7594 6.6291
H31 -4.7674 0.0191 4.9975
H32 -4.6230 -0.4410 3.3113
H33 -3.3109 0.4419 4.1299
H34 -2.5710 -2.4305 2.4017
H35 -1.5434 -3.3570 3.5273
H36 1.4131 -2.7175 3.8662
H37 0.4538 -2.2246 5.2733
H38 4.0201 -2.3689 5.3653
H39 3.2176 -1.7981 6.8326
H40 4.4972 -0.8423 6.1045
H41 3.8859 -0.7532 2.8630
H42 3.5002 0.9374 3.1999
H43 2.3278 -0.0862 2.3718
H44 1.2024 0.5543 6.6880
H45 0.7281 1.2684 5.1467
H46 2.2796 1.6662 5.8604

=====

Record 4
C23H32N2O4 | ωB97M-V/def2-TZVPD

energy relative to the best compared isomer or geometry (same formula, charge and spin)	0.890	eV
multiplicity	1
lowest unoccupied orbital energy	0.30	eV
orbital gap	8.767	eV
SMILES	Cc1cc(OCC(=O)NC2CC(C)(C)NC(C)(C)C2)c2c(C)c(C)c(=O)oc2c1

CARTESIAN COORDINATES (ANGSTROEM)
C1 -0.0096 4.3379 -1.0595
C2 -0.6705 2.9997 -0.9567
C3 -1.4778 2.6734 0.1143
C4 -2.0844 1.4220 0.1832
C5 -1.9470 0.4646 -0.8366
C6 -1.0850 0.8031 -1.9051
C7 -0.4679 2.0406 -1.9460
H1 0.1736 2.2724 -2.7840
O1 -0.8652 -0.0853 -2.9313
C8 0.4534 -0.5917 -3.0477
C9 0.7544 -1.5247 -1.8640
O2 0.5574 -2.7219 -1.9213
N1 1.1652 -0.8899 -0.7553
H2 1.3994 0.0920 -0.7487
C10 1.4498 -1.5887 0.4823
C11 2.9391 -1.9202 0.6139
H3 3.0821 -2.4378 1.5631
H4 3.2318 -2.6004 -0.1859
C12 3.8063 -0.6506 0.5634
N2 2.9814 0.4960 0.9344
H5 3.5735 1.3036 1.0959
C13 1.9929 0.3922 2.0031
C14 0.9889 -0.7355 1.6621
H6 0.8572 -1.3813 2.5299
H7 0.0140 -0.3089 1.4220
C15 1.2671 1.7440 2.0299
H8 0.9172 2.0029 1.0341
H9 0.4127 1.7027 2.6996
H10 1.9374 2.5287 2.3756
C16 2.5872 0.1536 3.4041
H11 1.8173 0.3103 4.1559
H12 3.4004 0.8512 3.5978
H13 2.9603 -0.8609 3.5131
C17 4.2985 -0.3933 -0.8720
H14 3.4711 -0.3605 -1.5734
H15 4.9790 -1.1820 -1.1816
H16 4.8282 0.5560 -0.9191
C18 5.0609 -0.8235 1.4390
H17 4.8101 -1.0100 2.4778
H18 5.6491 -1.6630 1.0764
H19 5.6778 0.0725 1.3897
H20 0.8780 -2.5221 0.4426
H21 0.4567 -1.1740 -3.9707
H22 1.1954 0.2146 -3.1101
C19 -2.6787 -0.7772 -0.6938
C20 -3.3251 -1.0253 0.4784
C21 -3.3750 -0.0380 1.5470
O3 -3.9068 -0.1938 2.6210
O4 -2.7968 1.1764 1.3029
C22 -4.0545 -2.3018 0.7660
H23 -4.3727 -2.2953 1.8056
H24 -3.4124 -3.1628 0.5914
H25 -4.9391 -2.3971 0.1367
C23 -2.7381 -1.7628 -1.8133
H26 -3.5910 -2.4242 -1.6978
H27 -2.8097 -1.2498 -2.7677
H28 -1.8343 -2.3715 -1.8328
H29 -1.6459 3.3644 0.9246
H30 1.0640 4.2247 -1.2024
H31 -0.1850 4.9265 -0.1637
H32 -0.4023 4.8834 -1.9166